C42H41BiBr3N6O4S2 as an isolated structure. Source: the OMol25 dataset; level of theory: ωB97M-V with the def2-TZVPD basis set.

XYZ file:
```
99
Properties=species:S:1:pos:R:3
Bi -1.17 0.15 0.04
C 0.55 -0.81 4.46
C -0.13 -0.93 3.13
N -0.46 0.12 2.45
N -0.29 1.33 3.13
C -1.11 2.24 2.74
S -2.32 2.21 1.50
S -1.06 3.78 3.62
C -0.12 3.35 5.11
C 1.38 3.27 5.00
C 2.10 4.07 4.13
C 3.49 3.99 4.07
C 4.17 3.11 4.90
C 3.46 2.32 5.79
C 2.08 2.40 5.83
C -0.54 -2.27 2.66
C 0.09 -3.42 3.15
C -0.36 -4.69 2.87
C -1.52 -4.83 2.11
C -2.17 -3.73 1.61
C -1.68 -2.41 1.82
O -2.29 -1.43 1.24
H 1.06 0.15 4.54
H -0.20 -0.86 5.26
H 1.26 -1.62 4.62
H -0.40 4.14 5.82
H -0.51 2.41 5.50
H 1.57 4.73 3.46
H 4.03 4.60 3.36
H 5.25 3.04 4.85
H 3.98 1.62 6.43
H 1.52 1.76 6.52
H 0.98 -3.31 3.76
H 0.15 -5.56 3.28
H -1.92 -5.82 1.90
H -3.06 -3.82 1.00
C 0.57 -1.52 -3.55
C 1.14 -0.14 -3.45
C 1.88 0.41 -4.53
C 2.38 1.67 -4.44
C 2.17 2.43 -3.26
C 2.60 3.76 -3.07
Br 3.52 4.69 -4.45
C 2.34 4.41 -1.89
C 1.66 3.76 -0.86
Br 1.29 4.72 0.73
C 1.23 2.43 -0.93
O 0.63 1.82 0.01
C 1.47 1.78 -2.22
N 0.95 0.54 -2.35
H 0.18 -1.71 -4.55
H -0.24 -1.62 -2.82
H 1.34 -2.26 -3.34
H 2.04 -0.19 -5.42
H 2.93 2.12 -5.26
H 2.65 5.44 -1.75
C -1.04 3.42 -4.50
C -2.17 3.00 -3.61
C -3.49 3.36 -3.83
C -4.48 2.95 -2.95
C -4.09 2.19 -1.86
Br -5.39 1.69 -0.57
N -2.86 1.81 -1.64
C -1.92 2.21 -2.50
H -1.40 3.88 -5.42
H -0.42 2.56 -4.78
H -0.38 4.13 -3.99
H -3.76 3.95 -4.70
H -5.52 3.22 -3.09
H -0.91 1.87 -2.29
C -4.19 -1.83 -1.62
C -2.84 -1.87 -2.36
C -2.47 -3.34 -2.63
C -2.99 -1.14 -3.71
O -1.84 -1.28 -1.60
H -4.87 -2.61 -1.97
H -4.68 -0.87 -1.75
H -4.00 -1.97 -0.55
H -3.19 -3.82 -3.30
H -2.46 -3.89 -1.69
H -1.48 -3.40 -3.09
H -3.84 -1.52 -4.27
H -2.09 -1.27 -4.32
H -3.14 -0.07 -3.53
N 2.91 -5.84 1.25
C 3.53 -4.73 0.78
O 4.74 -4.63 0.66
C 2.59 -3.62 0.44
C 1.35 -3.86 -0.14
C 0.48 -2.80 -0.32
N 0.79 -1.57 0.06
C 2.00 -1.31 0.55
C 2.94 -2.31 0.74
H 3.49 -6.60 1.57
H 1.94 -5.82 1.51
H 1.04 -4.86 -0.42
H -0.51 -2.91 -0.76
H 2.19 -0.28 0.82
H 3.91 -2.09 1.16
```

Output
DFT total energy: -10987.772308 hartree
Gap between HOMO and LUMO: 7.06 eV
Total charge: -1
HOMO energy: -4.80 eV
Max |F|: 0.46 eV Å⁻¹
Energy relative to the best compared isomer or geometry (same formula, charge and spin): 45.6 kJ/mol
Multiplicity: 1